No. 1
C4HO2 | ωB97M-V/def2-TZVPD

Element x y z (Å)
O 0.433 -1.459 -1.249
C 0.804 -2.503 -1.465
O -0.263 1.596 -1.589
C -0.302 1.197 -0.541
C -0.496 0.683 0.692
C -0.390 -0.049 1.676
H 0.215 0.536 2.476

Output
Orbital gap   8.38 eV
Lowest unoccupied orbital energy   -8.514 eV
HOMO energy   -16.90 eV
Multiplicity   1
Relative energy (zero: lowest compared OMol25 entry of this formula, charge and spin)   166.7 kJ/mol
Total charge   +1

=====

No. 2
C4H4O | ωB97M-V/def2-TZVPD

Element x y z (Å)
C 2.377 -0.115 -0.071
C 3.246 0.813 -0.327
C 0.996 -0.265 0.542
C -0.280 0.047 -0.301
O 1.857 -1.290 0.039
H 0.872 -0.367 1.645
H -0.663 1.085 -0.256
H -1.112 -0.680 -0.120
H 0.155 0.101 -1.366

Output
Orbital gap   8.76 eV
Lowest unoccupied orbital energy   -0.874 eV
HOMO energy   -9.63 eV
Multiplicity   1
Relative energy (zero: lowest compared OMol25 entry of this formula, charge and spin)   518.3 kJ/mol

=====

No. 3
C19H41AsN5SeSi3TcTe | ωB97M-V/def2-TZVPD

Element x y z (Å)
Tc 0.267 0.648 -0.010
C -0.860 -1.876 4.104
Si 0.310 -0.448 3.662
C -0.643 1.206 3.499
C 1.798 -0.362 4.832
Se 1.196 -0.869 1.554
H -1.190 -1.779 5.133
H -0.355 -2.832 4.007
H -1.733 -1.900 3.463
H -1.346 1.341 4.312
H -1.203 1.239 2.562
H 0.039 2.053 3.518
H 1.480 -0.116 5.840
H 2.537 0.371 4.519
H 2.281 -1.334 4.856
C 7.600 -0.896 -0.445
C 6.127 -0.821 -0.704
C 5.435 0.372 -0.559
C 4.088 0.475 -0.876
C 3.390 1.782 -0.668
C 3.406 -0.638 -1.370
Te 1.394 -0.470 -2.123
C 4.062 -1.870 -1.439
C 3.328 -3.109 -1.844
C 5.406 -1.940 -1.102
H 7.992 0.065 -0.121
H 8.133 -1.189 -1.349
H 7.823 -1.638 0.319
H 5.964 1.240 -0.190
H 4.051 2.520 -0.222
H 2.539 1.655 0.016
H 3.024 2.168 -1.620
H 2.478 -3.265 -1.176
H 3.979 -3.976 -1.795
H 2.942 -3.012 -2.861
H 5.907 -2.894 -1.171
C -1.928 -3.207 0.892
Si -3.195 -1.808 0.604
C -4.592 -2.472 -0.524
C -4.112 -1.176 2.172
As -2.060 0.159 -0.221
Si -3.182 0.770 -2.265
C -2.143 1.970 -3.338
C -4.764 1.642 -1.618
C -3.490 -0.698 -3.444
H -2.235 -3.870 1.695
H -0.943 -2.814 1.135
H -1.823 -3.807 -0.007
H -5.267 -3.088 0.061
H -4.211 -3.097 -1.324
H -5.181 -1.674 -0.965
H -4.563 -1.995 2.724
H -4.915 -0.502 1.875
H -3.460 -0.627 2.847
H -2.322 3.017 -3.111
H -2.402 1.822 -4.380
H -1.079 1.757 -3.240
H -4.509 2.371 -0.850
H -5.450 0.927 -1.169
H -5.298 2.160 -2.407
H -2.554 -0.994 -3.911
H -4.167 -0.398 -4.237
H -3.912 -1.569 -2.963
N -2.183 5.190 -0.556
N -1.199 4.303 -0.789
N -0.319 4.451 -1.739
C 0.358 3.322 -1.698
N -0.115 2.505 -0.736
N -1.114 3.161 -0.156
H -1.972 6.102 -0.942
H -2.491 5.186 0.408
H 1.150 3.081 -2.375

Output
Orbital gap (alpha / beta)   5.13 / 5.41 eV
Lowest unoccupied orbital energy (alpha / beta)   -4.887 / -4.464 eV
HOMO energy (alpha / beta)   -10.01 / -9.87 eV
Multiplicity   2
Relative energy (zero: lowest compared OMol25 entry of this formula, charge and spin)   139.5 kJ/mol
Total charge   +1

=====

No. 4
C36H42F32N2O8 | ωB97M-V/def2-TZVPD

Element x y z (Å)
C 2.267 -15.644 17.625
C 3.631 -15.478 16.906
C 3.687 -16.245 15.535
F 3.396 -17.514 15.713
F 2.833 -15.826 14.584
F 3.786 -14.158 16.615
F 4.612 -15.622 17.864
O 2.053 -14.766 18.717
C 0.788 -14.154 18.989
C 0.881 -13.179 20.243
F 1.838 -12.281 19.959
F -0.171 -12.490 20.797
F 0.374 -13.635 17.868
F -0.057 -15.127 19.397
H 2.072 -16.669 17.941
H 1.541 -15.405 16.848
H 4.709 -16.315 15.163
H 1.246 -13.620 21.170
C 6.733 -3.440 20.068
C 5.847 -3.472 18.863
C 4.844 -2.326 18.780
F 4.385 -2.189 17.637
F 3.813 -2.517 19.591
F 6.664 -3.503 17.809
F 5.302 -4.691 18.761
O 7.122 -2.151 20.515
C 8.332 -2.063 21.364
C 8.471 -0.623 21.803
F 9.517 -0.519 22.652
F 8.724 0.183 20.761
F 8.144 -2.692 22.499
F 9.334 -2.610 20.752
H 7.695 -3.843 19.750
H 6.212 -3.833 20.941
H 5.325 -1.385 19.043
H 7.562 -0.176 22.206
C 5.800 -5.678 15.186
C 4.332 -5.045 15.202
C 3.417 -5.775 14.221
F 3.429 -7.143 14.321
F 2.203 -5.220 14.339
F 3.805 -5.042 16.439
F 4.406 -3.786 14.756
O 6.358 -5.520 13.849
C 7.496 -6.398 13.470
C 8.168 -5.883 12.089
F 9.067 -6.662 11.595
F 7.265 -5.672 11.159
F 8.397 -6.488 14.413
F 6.928 -7.546 13.328
H 5.587 -6.740 15.311
H 6.444 -5.211 15.931
H 3.685 -5.597 13.179
H 8.789 -5.000 12.240
C 9.881 -6.733 18.357
C 10.963 -5.721 18.198
C 12.380 -6.339 18.582
F 13.214 -5.444 18.837
F 12.292 -7.173 19.580
F 11.104 -5.387 16.945
F 10.777 -4.607 18.882
O 9.952 -7.956 17.642
C 8.775 -8.688 17.277
C 9.079 -9.998 16.446
F 9.858 -10.929 16.965
F 8.000 -10.656 16.127
F 8.220 -8.829 18.449
F 8.079 -7.753 16.562
H 8.928 -6.249 18.144
H 9.803 -7.031 19.402
H 12.838 -6.843 17.730
H 9.550 -9.743 15.497
O 10.660 -13.648 18.857
C 9.480 -13.604 18.565
O 8.607 -13.012 19.324
C 7.333 -13.002 18.746
C 7.370 -14.123 17.699
C 8.747 -14.077 17.247
H 7.126 -12.010 18.344
H 6.725 -13.281 19.607
H 6.656 -13.833 16.928
H 7.160 -15.113 18.103
H 8.902 -13.349 16.451
H 9.032 -15.008 16.758
O 2.463 -4.230 23.776
C 2.743 -5.282 23.211
O 3.855 -5.451 22.424
C 3.772 -6.718 21.756
C 3.062 -7.611 22.771
C 2.007 -6.605 23.372
H 4.763 -7.034 21.430
H 3.380 -6.581 20.749
H 3.869 -7.914 23.438
H 2.656 -8.483 22.259
H 1.776 -6.715 24.431
H 1.090 -6.606 22.783
C 0.235 -10.484 14.538
C -1.201 -10.484 14.971
C -1.684 -9.027 15.356
C -3.007 -9.069 16.058
N -4.015 -9.055 16.685
H 0.453 -11.332 13.890
H 0.879 -10.482 15.418
H 0.270 -9.666 13.819
H -1.304 -11.216 15.772
H -1.774 -10.870 14.128
H -1.684 -8.279 14.563
H -0.897 -8.616 15.988
C 4.922 -10.714 16.852
C 3.385 -10.635 16.929
C 2.843 -9.177 17.044
C 3.676 -8.215 17.835
N 4.338 -7.372 18.379
H 5.267 -10.068 16.045
H 5.289 -11.681 16.510
H 5.379 -10.437 17.802
H 2.931 -11.357 17.608
H 3.047 -11.067 15.987
H 1.811 -9.162 17.396
H 2.782 -8.671 16.081

Output
Orbital gap   10.12 eV
Lowest unoccupied orbital energy   0.030 eV
HOMO energy   -10.09 eV
SMILES string   FC(F)C(F)(F)COC(F)(F)C(F)F.FC(F)C(F)(F)COC(F)(F)C(F)F.FC(F)C(F)(F)COC(F)(F)C(F)F.FC(F)C(F)(F)COC(F)(F)C(F)F.O=C1CCCO1.O=C1CCCO1.CCCC#N.CCCC#N
Multiplicity   1
Relative energy (zero: lowest compared OMol25 entry of this formula, charge and spin)   19.6 kJ/mol

=====

No. 5
C15H12BF6N5O9S4Zn | ωB97M-V/def2-TZVPD

Element x y z (Å)
Zn 0.131 -0.637 -0.913
C -2.531 1.170 4.666
N -1.561 0.101 4.340
C -1.884 -1.147 3.808
C -0.740 -1.773 3.532
N 0.328 -1.024 3.946
B 1.834 -1.337 3.824
N 2.530 -0.551 2.536
C 3.392 0.471 2.672
C 3.899 0.829 1.468
N 3.391 -0.024 0.533
C 3.634 -0.026 -0.922
C 2.471 -0.901 1.225
S 1.569 -2.113 0.426
C -0.179 0.145 4.500
S 0.680 1.328 5.305
H -3.456 0.663 4.955
H -2.704 1.797 3.761
H -2.101 1.784 5.477
H -2.902 -1.282 3.423
H -0.602 -2.766 3.091
H 2.408 -0.859 4.780
H 2.038 -2.530 3.655
H 3.653 0.971 3.618
H 4.641 1.571 1.200
H 4.457 0.659 -1.148
H 2.746 0.178 -1.501
H 4.034 -1.000 -1.264
F -1.434 -4.462 -4.914
C -0.529 -3.610 -4.279
F 0.220 -3.040 -5.183
F 0.251 -4.379 -3.512
S -1.430 -2.249 -3.271
O -0.204 -1.557 -2.651
O -2.378 -2.837 -2.314
N -2.033 -1.599 -4.563
S -2.631 -0.084 -4.814
O -3.874 -0.168 -5.547
O -2.409 0.777 -3.692
C -1.393 0.386 -6.111
F -0.176 0.175 -5.568
F -1.526 -0.424 -7.185
F -1.521 1.695 -6.478
O -1.789 5.085 0.117
C -1.281 3.997 0.171
C -1.651 2.673 0.911
O -2.440 2.452 1.852
C -0.918 1.595 0.239
C -0.035 2.163 -0.758
O 0.703 1.335 -1.481
C -0.082 3.639 -0.795
O 0.523 4.394 -1.551
O -1.140 0.344 0.386

Output
Orbital gap   6.40 eV
Lowest unoccupied orbital energy   4.217 eV
HOMO energy   -2.18 eV
Multiplicity   1
Relative energy (zero: lowest compared OMol25 entry of this formula, charge and spin)   86.2 kJ/mol
Total charge   -2

=====

No. 6
C21H27N5OS | ωB97M-V/def2-TZVPD

Element x y z (Å)
C -6.374 -3.251 0.854
C -6.732 -2.290 -0.275
O -6.480 -0.938 0.063
C -5.211 -0.464 0.070
C -4.078 -1.155 -0.356
C -2.840 -0.542 -0.326
C -2.707 0.764 0.125
C -3.829 1.452 0.578
C -5.064 0.844 0.542
H -5.945 1.362 0.888
H -3.736 2.446 0.986
N -1.423 1.336 0.157
C -1.058 2.600 -0.164
C 0.323 2.654 0.037
C 1.378 3.600 -0.062
N 2.600 3.253 0.233
N 2.928 2.030 0.625
C 2.034 1.085 0.760
C 0.668 1.337 0.474
N -0.404 0.560 0.529
S 2.536 -0.490 1.302
C 4.334 -0.235 1.474
C 5.109 -0.152 0.149
N 5.181 -1.310 -0.703
C 5.656 -2.544 -0.107
C 4.410 -3.381 0.222
H 4.027 -3.128 1.210
C 3.406 -2.964 -0.860
H 3.316 -3.732 -1.627
H 2.421 -2.788 -0.433
C 3.993 -1.668 -1.463
H 4.302 -1.847 -2.500
H 3.274 -0.850 -1.465
H 4.624 -4.449 0.203
H 6.259 -3.066 -0.859
H 6.286 -2.346 0.760
H 4.697 0.673 -0.435
H 6.139 0.115 0.415
H 4.457 0.704 2.011
H 4.678 -1.064 2.091
C 1.158 5.014 -0.492
H 0.852 5.046 -1.537
H 2.086 5.566 -0.379
H 0.379 5.478 0.110
C -1.985 3.630 -0.696
H -2.846 3.164 -1.171
H -2.339 4.289 0.098
H -1.466 4.243 -1.429
H -1.958 -1.075 -0.643
H -4.142 -2.168 -0.717
H -6.212 -2.561 -1.202
H -7.808 -2.322 -0.463
H -5.311 -3.212 1.079
H -6.924 -2.985 1.753
H -6.637 -4.266 0.567

Output
Orbital gap   7.94 eV
Lowest unoccupied orbital energy   0.250 eV
HOMO energy   -7.69 eV
SMILES string   CCOc1ccc(-n2nc3c(SCCN4CCCC4)nnc(C)c3c2C)cc1
Multiplicity   1
Relative energy (zero: lowest compared OMol25 entry of this formula, charge and spin)   305.2 kJ/mol

=====

> The lowest relative energy (zero: lowest compared OMol25 entry of this formula, charge and spin) belongs to which entry?

C36H42F32N2O8

=====

> Look up the relative energy (zero: lowest compared OMol25 entry of this formula, charge and spin) of the third one.

139.5 kJ/mol

=====

> The highest multiplicity belongs to which entry?

C19H41AsN5SeSi3TcTe

=====

> What is the relative energy (zero: lowest compared OMol25 entry of this formula, charge and spin) in the fifth record?

86.2 kJ/mol